1.
# C25H22AuN5

A molecular structure, C25H22AuN5 (ωB97M-V/def2-TZVPD, the OMol25 dataset).

Properties
Largest force on an atom   0.3 eV Å⁻¹
LUMO level   5.3 eV
Molar mass   589.453 g/mol
Net charge   -2
Gap between HOMO and LUMO   0.1876 Ha

CARTESIAN COORDINATES (ANGSTROEM)
C -1.0784 -2.7021 1.2686
H 1.6000 -4.4502 0.1824
C 1.7037 -1.3949 -3.8271
C 1.8261 -0.3356 5.6466
Au 0.6848 -0.0402 0.0148
H -2.0805 -0.3071 3.5140
H -1.6951 1.3868 3.5487
H 2.1392 5.4959 -1.2061
H 2.5998 -1.5253 1.4089
C 0.1496 -5.1641 1.5866
H 2.2003 3.7176 -2.9064
H 0.5385 -4.4279 -1.7426
C -0.1036 0.1107 4.2398
C 1.0770 2.9003 0.6696
H 0.7365 2.5734 1.6470
C -0.9914 -4.8738 2.3204
H -1.5129 -1.7154 1.1875
H -2.0297 0.5408 5.0869
C 1.2625 -1.1919 -2.5191
C 1.5236 2.1557 -1.5709
H -2.4559 -3.3628 2.7547
N 1.5642 1.2043 -2.4531
C 1.4350 4.1888 0.3899
C 0.0569 -2.9930 0.5008
N -0.0230 0.0957 1.8880
H 2.0075 -0.5270 -4.3975
C 0.4771 -0.0091 5.4800
H 1.2506 -4.7486 -4.0610
N 1.1100 1.9195 -0.2459
C 0.8707 -3.5663 -2.3049
C -1.5868 -3.6275 2.1623
H 3.6184 -0.8163 4.5749
H 3.0779 0.1614 1.3907
H 1.4002 4.9449 1.1611
C -1.5567 0.4525 4.1029
H 0.6563 -6.1141 1.7194
H -1.3938 -5.5929 3.0245
N 1.0881 0.0175 -1.9276
N 0.5821 -2.0370 -0.3613
C 2.5660 -0.5477 4.4857
C 2.9592 -0.7102 2.0442
C 1.2702 -3.7508 -3.6358
H 2.2719 -0.4331 6.6298
C 2.0445 -0.4425 3.2085
C 1.7081 -2.6731 -4.3831
C 0.6754 -4.2343 0.7021
H 3.9529 -0.9839 2.4102
C 1.8931 3.5150 -1.8889
C 0.6510 -0.0833 3.0055
H -0.1502 0.1528 6.3568
C 1.8531 4.4822 -0.9426
C 0.8973 -2.3161 -1.6995
H 2.0435 -2.8136 -5.4060

***

2.
# C25H22BeBrN3O2Sb

A molecular structure, C25H22BeBrN3O2Sb (ωB97M-V/def2-TZVPD, the OMol25 dataset).

Properties
Largest force on an atom   0.5 eV Å⁻¹
LUMO level   -3.3 eV
Molar mass   607.146 g/mol
Net charge   +1
Gap between HOMO and LUMO   0.2929 Ha

CARTESIAN COORDINATES (ANGSTROEM)
C 3.9875 -0.0657 -0.6694
H 5.0067 0.1945 -2.5332
C -1.9433 2.1964 -0.1594
C -1.3146 -2.3817 0.4290
Be -0.0764 0.0653 0.0134
H 1.1372 2.4431 0.1618
H -3.4192 2.2182 1.3644
C -0.9926 1.4431 -2.1496
C -1.3941 2.5712 -2.8339
H -2.9383 4.0837 -0.2442
H 2.8747 0.4680 2.0188
H -2.3240 -4.2499 0.6570
C 0.3282 1.2307 2.5047
C 2.7613 -0.1966 -0.0201
H -1.6180 -1.2194 2.2198
H 3.6366 -1.0819 1.6991
C -2.3690 1.9469 1.2577
C 1.0950 4.8483 3.1618
H -2.2397 0.9074 1.5433
C 1.1235 3.1192 1.0074
C -2.3616 3.3579 -0.8032
N -1.2069 1.2808 -0.8206
O 0.0676 0.5297 1.4351
H -1.2068 2.6658 -3.8955
C 1.4805 5.3194 1.9155
H 1.7643 6.3555 1.7904
C -2.0742 -3.7312 -1.4076
H -2.3719 4.4794 -2.6265
C -1.5678 -2.7795 -2.2853
C 1.6767 -0.0563 -2.0807
H 2.8763 0.1159 -3.8434
C 4.0514 0.0911 -2.0339
Sb -0.1503 -0.2351 -3.1925
H -1.6505 -2.9129 -3.3561
C 0.7381 3.5258 3.3505
C 2.8691 0.0600 -2.7625
N -0.8356 -1.4605 -0.4308
C -2.0587 3.5691 -2.1300
H 4.8911 -0.1123 -0.0754
C -0.9552 -1.6549 -1.7706
H 1.8093 4.8031 -0.1355
H -1.8005 2.5677 1.9519
C 2.7717 -0.4643 1.4581
C 1.4994 4.4440 0.8385
N 1.6073 -0.1291 -0.7242
H -2.5637 -4.6209 -1.7834
O 0.2517 0.7757 3.6235
C -1.9429 -3.5268 -0.0517
H -1.6040 -2.9738 2.4618
C -1.1561 -2.1545 1.9047
Br 1.0587 6.0358 4.6290
H 1.8714 -0.9570 1.8031
C 0.7443 2.6575 2.2643
H -0.1046 -2.0789 2.1806
H 0.4562 3.1520 4.3258

***

3.
# C25H22BrCl2IrN3OP

A molecular structure, C25H22BrCl2IrN3OP at a distorted geometry (ωB97M-V/def2-TZVPD, the OMol25 dataset).

Properties
Multiplicity   6
Largest force on an atom   1.3 eV Å⁻¹
LUMO level (alpha / beta)   -3.5 / -4.6 eV
Molar mass   754.472 g/mol
Net charge   +1
Gap between HOMO and LUMO (alpha / beta)   0.2344 / 0.2204 Ha

CARTESIAN COORDINATES (ANGSTROEM)
H 2.7897 -1.6626 -2.8947
H 3.3004 -2.9738 -1.8137
H 2.8835 -2.5874 1.1003
C 0.0490 3.2988 -0.5072
H 3.0368 1.9749 -0.6920
H -3.7057 -4.1681 -1.5833
C 2.6180 -2.1295 -1.9248
H -1.6310 -3.8950 4.5705
H -2.8116 5.8932 -0.2856
Cl -0.5195 0.4020 2.6509
C -1.1904 -3.3757 3.7312
C 0.3491 4.6722 -0.4145
Ir 0.3735 0.2209 -0.5516
C -2.0016 5.1790 -0.3379
N 1.0370 2.3535 -0.6159
C 1.7085 5.0515 -0.4217
C 4.3577 0.0014 -1.2639
H -0.4708 6.6621 -0.2536
C -0.5766 -1.3257 2.6704
C -0.1304 -3.4497 1.5862
H -4.7129 -0.4961 0.3484
H 3.7261 4.3464 -0.5278
H 1.9657 6.1008 -0.3492
C -1.9323 -1.2669 -1.5053
H 3.7116 -1.1192 1.6410
C -0.7074 5.6088 -0.3231
H 4.5298 -2.2403 0.5308
H 5.1612 -0.7031 -1.4884
Br -5.9109 -3.1870 0.1080
H 4.7276 0.7151 -0.5268
P 2.8913 -0.8872 -0.6198
H 1.5915 -2.4904 -1.8869
C -0.0520 -2.0291 1.5435
C -2.8304 -0.5056 -0.7056
H -0.7370 -5.1864 2.6525
C -0.6876 -4.1068 2.6587
C -1.1406 -1.9831 3.7368
N -1.4881 1.4851 -0.6077
O -0.8099 -0.7722 -1.9692
C -1.3062 2.8687 -0.4912
N 0.4373 -1.3726 0.5110
H -1.5393 -1.4179 4.5671
H -3.3420 3.5042 -0.4783
H 4.0999 0.5336 -2.1798
C -2.6141 0.8813 -0.4224
C -2.3048 3.8071 -0.4327
C -3.4551 -3.1432 -1.3438
C -4.0309 -1.0896 -0.2480
C 2.6755 4.0951 -0.5189
H -3.4698 1.4392 -0.0383
C -4.3268 -2.3911 -0.5426
C 2.2921 2.7499 -0.6120
H -1.6207 -3.1646 -2.4439
Cl 0.4687 -4.3375 0.2383
C 3.5696 -1.7974 0.7996
C -2.2946 -2.5898 -1.8233

***

4.
# C25H22BrIrN5O3S

A molecular structure, C25H22BrIrN5O3S (ωB97M-V/def2-TZVPD, the OMol25 dataset).

Properties
Largest force on an atom   0.9 eV Å⁻¹
LUMO level   -5.7 eV
Molar mass   744.671 g/mol
Net charge   +1
Gap between HOMO and LUMO   0.1534 Ha

CARTESIAN COORDINATES (ANGSTROEM)
H -0.3130 3.0378 6.6549
C -0.0823 0.6399 5.2553
H 1.8500 -5.7022 0.0828
N 0.5365 0.2525 1.8211
H -3.8434 -4.2953 -0.8202
C -0.6158 -3.3477 -0.2565
H 1.9376 1.1772 5.7267
C -3.1599 -2.2830 -0.6788
S -2.3869 6.1842 3.5774
N -0.9146 5.3867 1.5081
C -0.4033 2.7776 3.9228
C 0.2255 0.7223 2.8473
C 0.6445 3.4560 4.7800
H 1.6295 3.3354 4.3100
C 0.8604 -5.2893 -0.0554
C 0.1289 5.4007 0.6862
H -1.8253 3.7540 0.0750
H 1.2250 8.4793 1.3737
H 0.1559 -0.4125 5.1101
C 0.9359 1.3568 6.1293
H 1.4024 3.3559 6.7993
H -1.6156 1.3401 -0.4471
C -1.7195 -4.2104 -0.4562
H 0.4131 4.5210 4.8072
C -1.1149 6.4383 2.2889
O -3.2446 5.1688 3.0022
Ir 0.6718 -0.6344 0.1041
H -2.2348 -0.3662 -0.4647
H 0.9051 0.9140 7.1258
O -2.9793 7.4723 3.8009
H -0.4021 3.1285 2.8932
N -0.1422 1.2938 3.9239
H -0.1081 -7.2057 -0.2249
O -1.5308 5.6864 4.6519
C -2.9946 -3.6408 -0.6676
H -1.0865 0.7145 5.6760
C 0.6316 -3.9509 -0.0690
C 1.5676 2.1126 -0.4314
C -0.7961 -1.9318 -0.2473
H -1.4067 2.9202 4.3288
C -0.7443 1.9682 -0.3816
H -2.3473 -6.2695 -0.5847
Br 2.0167 -2.6533 0.1139
C 0.6378 7.5679 1.4040
C -0.2552 -6.1350 -0.2380
H 1.8355 6.5196 -0.0645
H -4.1378 -1.8538 -0.8475
C 0.6568 2.8576 6.1813
C 0.2952 4.0729 0.0496
C -2.0622 -1.4316 -0.4608
H 2.4482 4.0263 -0.1367
C 0.9793 6.4833 0.5946
N -0.3783 7.5508 2.2514
C -1.5014 -5.6106 -0.4372
C 1.5212 3.4765 -0.2226
H 2.5136 1.5931 -0.5175
C -0.8600 3.3027 -0.1131
N 0.4564 1.3596 -0.4631

***

5.
# C25H22Cl2F3N7O3STi

A molecular structure, C25H22Cl2F3N7O3STi at a distorted geometry (ωB97M-V/def2-TZVPD, the OMol25 dataset).

Properties
Multiplicity   2
Largest force on an atom   2.2 eV Å⁻¹
LUMO level (alpha / beta)   -3.2 / -3.2 eV
Molar mass   676.331 g/mol
Net charge   +1
Gap between HOMO and LUMO (alpha / beta)   0.2663 / 0.2751 Ha

CARTESIAN COORDINATES (ANGSTROEM)
C 0.1686 -1.7531 -4.0867
F -1.1584 -5.1656 -1.2189
Ti -0.2095 -0.0031 0.1065
C 2.5377 1.3485 -0.9093
H 1.0440 3.4891 0.4695
F -1.5417 -5.0577 0.9730
C -3.2391 1.4149 0.4031
Cl -1.2455 4.3377 -1.8592
H 1.1712 -1.8305 5.0018
H -2.4027 -0.0009 4.9792
N 0.9663 -1.8380 0.2138
N -2.1535 0.9277 0.9178
C 0.4192 -1.3450 4.4135
C -0.5148 2.9943 -4.1461
H 1.5485 -1.1624 2.5616
N 0.0325 -0.4808 -2.1111
C -0.2010 1.8793 -4.9011
N -4.2593 1.2830 1.2998
N -0.3751 -0.4364 2.4207
C 0.1195 -0.6118 -4.8634
N -3.8296 0.6724 2.4282
H 3.7454 -3.6995 0.5008
C -0.1343 0.6499 -2.8492
H 3.5915 1.3936 -0.7424
H -1.8085 3.1250 2.7270
C -1.5044 -0.1229 3.0492
C -0.5953 -5.2301 -0.0110
S -1.5883 -2.1227 0.1134
C 0.4437 -4.1273 0.1524
F -0.0503 -6.4209 0.0935
C 0.6100 -1.0213 3.0714
H 0.1014 -0.7168 -5.9349
H -5.1737 1.7176 1.2883
H 3.2157 2.2181 1.3247
H 2.0234 1.2812 2.3359
H 2.0192 -5.5130 0.1643
O -0.4507 1.6616 -0.7804
O 1.9600 0.9295 0.3240
C -0.7179 2.9287 -2.7418
C 0.1532 -1.6316 -2.7141
C 2.1903 1.8426 1.3827
H -1.3509 3.9498 1.1928
H 2.1192 2.2973 -1.2507
H -0.7726 3.9384 -4.6286
H 0.1765 -2.7689 -4.5505
O 0.0088 2.5498 2.0177
H 1.6283 3.7954 2.1129
C -0.0070 -2.7927 0.1861
C -0.0012 0.6203 -4.2493
C -0.4144 1.7914 -2.0574
C 1.2348 3.0217 1.4622
C 1.7731 -4.4524 0.2147
C 2.7219 -3.4663 0.3865
C 2.2687 -2.1469 0.3483
H 2.2446 0.5765 -1.6360
C -0.9895 3.5519 2.1496
H -3.2632 1.9778 -0.5378
N -0.6526 -0.9297 5.1196
C -1.5439 -0.2947 4.4108
H 0.1358 -2.5335 -2.1377
H -0.6097 4.3975 2.7073
H 2.9475 -1.3540 0.3623
Cl -0.0088 2.0015 -6.6464
C -2.5534 0.4665 2.1770

***

6.
# C25H22Cl3IrO6S3

A molecular structure, C25H22Cl3IrO6S3 at a distorted geometry (ωB97M-V/def2-TZVPD, the OMol25 dataset).

Properties
Multiplicity   2
Largest force on an atom   1.0 eV Å⁻¹
LUMO level (alpha / beta)   -4.4 / -5.4 eV
Molar mass   813.222 g/mol
Net charge   +1
Gap between HOMO and LUMO (alpha / beta)   0.2612 / 0.2438 Ha

CARTESIAN COORDINATES (ANGSTROEM)
C 3.7500 -1.1500 -0.9945
H 4.2417 0.5241 0.3596
Cl -1.8927 0.6937 -4.5145
C 0.0054 -3.1367 2.1067
H 0.3505 -4.2024 5.2996
C -1.2844 0.1256 2.6399
H 5.1274 6.0960 0.8862
H 5.3640 0.2768 -0.9297
C -0.0709 0.0882 3.3367
C -2.5248 0.1259 4.7071
O 1.1453 1.9173 -0.5253
C 4.6524 4.6076 2.3594
C -0.3307 -0.0737 -4.2855
H 3.3483 -3.7856 2.2856
C -2.5056 0.1414 3.3265
S 1.7456 -2.8410 0.0395
C 3.9815 3.4218 2.6273
C 0.1230 0.0133 -2.8207
C 1.9502 -4.0371 3.8834
C 2.3155 -3.6911 2.5929
C 1.3353 -3.2255 1.7255
C 1.3039 0.0406 2.7295
H 2.7642 1.8514 1.8154
C -0.1197 0.0814 4.7262
H -0.7455 -2.8051 1.4031
C 3.7317 1.4261 -1.5648
Cl -0.4365 -1.8120 -4.6319
H 4.0011 2.9871 3.6176
H 3.9836 -2.6154 0.6278
C 3.9051 4.5366 0.0773
O 0.5575 -1.9503 -0.4741
C 3.2736 -1.8674 0.2691
H 3.4092 1.0778 -2.5400
S -1.4951 0.1749 0.9216
C 4.2973 0.2809 -0.7024
C -1.3261 0.0991 5.4080
H 2.9453 -1.0782 -1.7194
H 4.5124 2.1743 -1.7407
Cl 0.8768 0.6828 -5.3234
S 2.4280 2.5933 -1.0257
C -0.3428 -3.4874 3.4032
H 5.1995 5.1074 3.1476
H -3.4323 0.1710 2.7666
C 3.2578 3.3383 0.3567
Ir 0.3272 0.0306 -0.2117
C 3.2796 2.7756 1.6211
O 1.4911 0.0169 1.4297
H -1.3302 0.0930 6.4895
H 3.0670 -1.1875 1.0841
H 0.8202 0.0552 5.2590
O -0.7767 0.0784 -1.9249
H -3.4702 0.1408 5.2320
H -1.3765 -3.4143 3.7152
H 3.8450 4.9793 -0.9099
C 0.6266 -3.9305 4.2897
H 4.5238 -1.7503 -1.4720
H 2.7046 -4.3895 4.5733
O 1.3195 -0.0363 -2.5226
C 4.6169 5.1643 1.0879
O 2.2726 0.0611 3.4614